[1]
4
Properties=species:S:1:pos:R:3 method="wB97M-V/def2-TZVPD" lumo_ev="-1.0091 / -4.5479" e_tot_ha=-9230.3217 homo_lumo_gap_ev="9.452 / 5.595" homo_energy_ev="-10.5 / -10.1" multiplicity=4
Br 0.472 -0.403 -1.998
Br -0.199 -2.379 1.005
Br 0.191 2.519 0.387
Ni -0.465 0.263 0.607

[2]
20
Properties=species:S:1:pos:R:3 method="wB97M-V/def2-TZVPD" lumo_ev=0.9834 e_tot_ha=-651.2120 homo_lumo_gap_ev=9.521 homo_energy_ev=-8.5 de_lowest_kj_mol=83.91
S -1.203 -2.611 -1.751
N 0.251 0.507 0.335
C 0.821 1.845 0.197
C -0.279 -0.201 -0.789
C -0.978 -1.490 -0.324
C 0.798 2.501 2.628
C 1.678 2.237 1.401
H 0.900 0.035 0.948
H -1.960 -1.279 0.100
H 1.327 2.225 3.533
H -1.023 0.380 -1.332
H -0.645 -3.709 -1.230
H 2.405 1.450 1.618
H -0.212 2.109 2.491
H 2.230 3.075 0.968
H 0.510 3.544 2.657
H -0.435 -2.022 0.451
H 0.530 -0.587 -1.423
H -0.006 2.552 0.069
H 1.403 1.934 -0.733

[3]
91
Properties=species:S:1:pos:R:3 method="wB97M-V/def2-TZVPD" lumo_ev=-3.5538 e_tot_ha=-4702.9330 homo_lumo_gap_ev=7.390 total_charge=+1 homo_energy_ev=-10.9
Br 0.656 2.398 4.981
P 0.002 3.068 2.872
O 3.543 0.567 2.621
O -2.978 4.792 -2.786
O 5.307 -3.744 2.355
O 0.011 3.928 -5.567
O -1.818 -3.028 -3.062
O 1.389 3.468 1.896
O -3.906 -3.555 -1.774
O -2.820 -2.269 3.158
N -3.400 1.547 -0.840
N -1.186 1.818 0.453
N -2.935 0.494 1.514
C -4.782 0.897 -0.826
C -0.852 1.605 1.936
C -4.507 -0.729 -1.054
C -2.209 1.056 2.743
C 5.888 0.889 2.621
C 0.833 3.202 -7.666
C -2.415 -4.066 1.671
C -0.777 3.714 -2.180
C -3.029 2.329 -2.081
C 4.158 -5.804 2.555
C -2.957 -2.658 1.784
C 4.262 -4.523 1.756
C 1.227 3.636 -6.271
C 5.283 1.767 3.687
C 5.648 -4.333 3.618
C -3.404 -1.055 -2.222
C 4.575 -5.353 3.931
C 3.829 1.813 3.272
C -2.602 1.320 0.256
C -2.491 -3.432 3.930
C -2.715 -4.631 3.035
C -1.065 3.966 -6.514
C -0.438 3.979 -7.891
C -2.402 3.818 -1.803
C -3.067 -2.689 -2.346
C 4.781 -0.111 2.370
H -4.022 -2.620 1.531
H -0.484 1.364 -0.205
H -1.087 3.548 -8.659
H 3.160 -6.247 2.522
H -0.198 5.008 -8.183
H -0.196 4.295 -1.341
H -2.865 -4.632 0.851
H 4.846 -0.956 3.063
H 1.228 3.052 0.984
H -1.674 3.068 -6.364
H 3.646 2.616 2.550
H 4.874 -6.542 2.173
H 5.719 -3.552 4.381
H 0.617 2.127 -7.676
H 3.154 1.947 4.122
H -1.689 4.845 -6.328
H 5.740 2.758 3.752
H -5.472 1.235 -1.714
H -2.090 -5.486 3.304
H -0.430 2.586 -2.228
H -4.010 2.499 -2.737
H 4.931 -6.164 4.571
H -4.142 -1.259 -0.064
H -2.421 -1.950 1.146
H 4.494 -4.703 0.703
H 1.608 3.402 -8.410
H -1.999 0.205 3.544
H -1.299 -2.156 -3.171
H -3.824 5.163 -2.367
H -0.148 0.649 2.062
H 1.786 2.864 -5.734
H 5.378 1.281 4.665
H 3.731 -4.866 4.433
H -2.340 -0.551 -2.040
H 3.336 -3.942 1.816
H -5.559 -1.164 -1.412
H 6.629 -4.808 3.511
H 1.828 4.551 -6.294
H -2.510 4.182 -0.688
H -1.330 -4.037 1.512
H 6.072 1.479 1.715
H -0.612 4.282 -3.189
H 4.790 -0.498 1.347
H -3.107 -3.461 4.833
H -5.384 1.085 0.162
H -1.440 -3.349 4.227
H -3.765 -4.943 3.084
H 6.828 0.419 2.921
H -2.319 1.617 -2.721
H -3.871 -0.751 -3.256
H -2.798 1.871 3.342
H -3.948 0.551 1.820

[4]
71
Properties=species:S:1:pos:R:3 method="wB97M-V/def2-TZVPD" lumo_ev=-0.7690 e_tot_ha=-2590.5334 homo_lumo_gap_ev=7.634 homo_energy_ev=-8.4 de_lowest_kj_mol=0.00
Pt -0.771 1.894 0.157
Cl -2.620 3.888 -0.215
Si -0.613 -1.316 -0.579
O -2.848 2.410 -0.068
O -1.117 3.969 -0.050
O -0.691 1.781 -1.814
O -0.815 -0.016 0.419
O -3.257 4.591 0.823
O -2.986 4.318 -1.504
O -0.786 2.028 2.129
N 1.480 1.778 1.814
N 1.131 1.856 0.478
C 1.365 -1.401 -2.692
C -2.321 -2.655 1.151
C 1.868 1.740 4.619
C -0.528 1.852 4.860
C -2.853 -2.398 -3.930
C 3.521 -1.217 -0.969
C 0.095 -2.728 1.776
C 0.441 1.878 2.578
C 3.740 -1.300 -2.337
C 2.024 1.964 -0.466
C 2.002 1.687 5.995
C -1.865 -2.336 -2.957
C -3.906 -1.494 -3.907
C 0.450 1.887 -2.422
C -0.388 1.799 6.238
C -3.965 -0.535 -2.907
C -0.734 -4.099 -0.139
C 0.875 1.716 6.807
C -1.899 -1.371 -1.944
C -0.892 -2.768 0.603
C -2.973 -0.479 -1.938
C 0.601 1.823 4.047
C 1.692 2.008 -1.842
C 1.118 -1.320 -1.320
C 2.658 -1.388 -3.200
C 2.226 -1.220 -0.471
C 3.457 2.063 -0.044
C 0.316 1.831 -3.914
H 0.250 0.786 -4.221
H -1.506 1.914 4.405
H 2.076 -1.124 0.599
H -1.267 1.821 6.869
H -2.518 -3.483 1.841
H 3.703 1.253 0.639
H -0.600 2.334 -4.219
H 0.534 -1.465 -3.385
H -2.465 -1.721 1.697
H 0.982 1.674 7.883
H -4.785 0.171 -2.878
H 1.117 -2.931 1.452
H 2.987 1.623 6.438
H -0.173 -3.502 2.503
H -0.868 -4.930 0.562
H 2.819 -1.450 -4.269
H 1.175 2.284 -4.404
H 0.075 -1.763 2.289
H 4.107 2.029 -0.914
H -1.057 -3.059 -2.993
H -3.042 0.274 -1.165
H 2.737 1.718 3.976
H -3.065 -2.702 0.353
H 0.259 -4.200 -0.586
H -2.802 -3.153 -4.705
H -4.678 -1.539 -4.665
H 4.361 -1.149 -0.289
H 4.750 -1.300 -2.728
H 2.529 2.088 -2.519
H -1.479 -4.215 -0.928
H 3.611 2.997 0.497

[5]
115
Properties=species:S:1:pos:R:3 method="wB97M-V/def2-TZVPD" lumo_ev=0.0384 e_tot_ha=-4640.9829 homo_lumo_gap_ev=9.532 homo_energy_ev=-9.5 de_lowest_kj_mol=0.00
S -7.072 1.454 -7.109
S -4.547 2.438 -0.434
P -4.192 3.218 -2.156
O 0.161 -5.230 1.029
O -2.954 -1.843 -0.507
O -1.885 -0.710 9.781
O 9.304 0.926 -2.992
O -3.310 -0.740 -2.410
O 0.763 0.319 -1.656
O -1.350 -1.804 -2.083
O -3.448 -7.127 6.656
O -2.244 -5.443 7.485
O -1.333 4.761 10.221
O 9.190 3.023 -3.805
O -0.175 0.374 8.805
O 7.492 2.206 -2.612
O 2.003 5.467 -4.412
O 4.705 -2.316 -0.776
O -1.882 -5.668 0.262
O -3.474 -6.722 8.869
O -2.189 4.457 8.178
O -0.381 -1.857 8.606
O -2.688 3.794 -2.240
O -3.120 5.968 9.567
O -1.343 -6.222 2.373
O -1.593 0.912 -6.164
O 3.840 4.411 -3.677
O 6.454 -1.439 -1.846
O -5.119 4.477 -2.429
O -4.396 2.574 -4.770
O 4.812 -2.409 -3.027
N -4.317 1.821 -7.037
N 1.606 -1.765 -2.055
C 2.734 4.357 -4.160
C 7.224 3.604 -2.778
C -0.756 -0.636 9.041
C -0.078 0.647 -4.258
C -0.951 3.736 8.205
C 1.152 -0.520 -2.457
C 8.720 1.948 -3.125
C -3.728 1.733 -5.690
C -2.433 -1.498 -1.704
C -4.161 -1.092 -0.307
C 8.124 3.970 -3.936
C -1.049 -5.751 1.320
C -0.234 0.815 -5.762
C -5.542 1.692 -7.056
C 6.576 -1.013 -0.486
C -2.244 2.074 -5.731
C 0.669 1.916 -6.343
C 1.150 -0.188 -3.937
C -0.686 3.603 9.678
C 5.668 -1.986 0.235
C -1.839 -5.581 6.112
C 0.909 3.163 -5.480
C 5.283 -2.085 -1.987
C -4.439 1.999 -3.481
C -3.096 -6.462 7.776
C -1.189 -2.836 9.278
C -2.978 -6.381 5.524
C -1.251 -4.845 -0.733
C -4.571 -0.766 -1.726
C 2.076 3.043 -4.475
C -2.416 -2.037 9.654
C -2.296 5.146 9.344
C 0.212 -4.980 -0.384
H 0.029 3.507 -4.953
H 2.813 2.318 -4.779
H 7.640 3.826 -4.903
H 6.186 -2.898 0.535
H 1.638 2.721 -3.533
H 0.093 -0.115 -6.212
H -1.961 2.366 -4.725
H -1.609 -3.827 -0.627
H -0.889 -6.114 6.077
H 2.193 -1.595 -1.248
H -1.411 -3.672 8.625
H -1.049 2.774 7.710
H -3.789 -5.750 5.159
H 1.639 1.459 -6.518
H -4.898 -1.687 0.225
H 5.178 -1.553 1.103
H 7.610 -1.068 -0.159
H -3.174 -2.039 8.869
H -2.869 -2.361 10.586
H -5.075 0.193 -1.812
H -1.484 -5.204 -1.732
H 7.495 4.124 -1.857
H -2.658 -7.046 4.727
H 8.504 4.987 -3.878
H 0.686 -5.833 -0.873
H -0.189 4.326 7.691
H 0.782 -4.081 -0.602
H -2.113 2.885 -6.443
H 0.301 2.213 -7.318
H -5.197 -1.541 -2.173
H -1.141 2.709 10.104
H 6.172 3.778 -2.986
H -3.692 1.221 -3.329
H -2.112 3.068 -2.504
H -1.717 -4.608 5.646
H 1.074 -1.099 -4.522
H -0.113 1.587 -3.723
H 2.085 0.314 -4.157
H 1.180 3.959 -6.162
H -3.929 -0.201 0.277
H -0.646 -3.200 10.152
H 2.136 -2.199 -2.799
H -0.927 0.067 -3.910
H 2.571 6.114 -4.841
H 6.232 0.020 -0.409
H -5.421 1.575 -3.289
H -4.627 5.170 -2.886
H -3.796 0.704 -5.345
H 0.374 3.609 9.919